Record 1
The following is a DFT calculation (the ωB97M-V functional and the def2-TZVPD basis) of 8 unconnected molecules or ions with the total composition C11H38ClFN15O11S2.

The geometry in XYZ format:
```
79
Properties=species:S:1:pos:R:3:lowdin_charge:R:1
O 0.457 -3.154 0.745 -0.308
S -0.363 -2.742 -0.343 0.351
O 0.203 -2.668 -1.650 -0.336
Cl -1.144 -0.923 0.069 0.480
C -1.826 -3.784 -0.374 -0.265
C -2.234 -4.257 -1.779 -0.201
C -3.672 -3.875 -2.151 -0.165
C -4.723 -4.618 -1.306 -0.130
N -5.628 -3.741 -0.477 0.000
S -6.388 -2.427 -1.389 0.655
O -5.623 -1.276 -1.125 -0.169
O -6.637 -2.949 -2.668 -0.150
F -7.665 -2.387 -0.556 -0.057
H -1.583 -4.619 0.282 0.108
H -2.630 -3.224 0.105 0.072
H -2.076 -5.332 -1.869 0.127
H -1.591 -3.788 -2.522 0.110
H -3.758 -2.792 -2.061 0.112
H -3.819 -4.173 -3.187 0.130
H -5.355 -5.266 -1.905 0.135
H -4.219 -5.262 -0.583 0.138
H -5.171 -3.361 0.355 0.169
H -6.419 -4.353 -0.128 0.080
C -7.849 -6.432 0.556 -0.618
O -7.721 -5.293 0.068 -0.025
N -8.199 -7.480 -0.214 0.191
N -7.662 -6.668 1.872 0.187
H -8.331 -8.408 0.146 0.117
H -8.363 -7.310 -1.190 0.122
H -7.435 -5.890 2.465 0.118
H -7.776 -7.574 2.288 0.117
C 2.763 -0.216 -3.523 -0.678
O 1.811 0.115 -4.205 0.034
N 2.700 -1.279 -2.661 0.148
N 3.961 0.447 -3.557 0.149
H 3.461 -1.573 -2.080 0.090
H 1.824 -1.769 -2.621 0.051
H 4.034 1.239 -4.178 0.093
H 4.751 0.177 -3.003 0.081
C 5.622 4.025 -3.699 -0.683
O 4.705 3.846 -4.489 0.013
N 6.392 5.152 -3.705 0.154
N 5.946 3.100 -2.751 0.159
H 7.144 5.303 -3.059 0.096
H 6.179 5.851 -4.390 0.102
H 5.369 2.282 -2.747 0.056
H 6.698 3.202 -2.084 0.048
C -0.298 2.629 2.196 -0.694
O -1.217 2.024 2.733 -0.001
N 0.094 3.872 2.597 0.157
N 0.402 2.090 1.156 0.160
H 0.837 4.395 2.164 0.097
H -0.403 4.284 3.366 0.109
H 0.113 1.172 0.875 0.019
H 1.154 2.550 0.678 0.105
C -0.809 7.305 0.938 -0.684
O 0.326 6.864 0.831 0.011
N -1.130 8.590 0.619 0.153
N -1.834 6.524 1.397 0.150
H -2.055 8.966 0.702 0.094
H -0.390 9.178 0.282 0.106
H -1.585 5.579 1.620 0.072
H -2.780 6.830 1.513 0.094
C 8.501 1.868 -0.199 -0.665
O 8.054 2.923 -0.626 0.009
N 8.395 0.699 -0.898 0.157
N 9.142 1.787 0.998 0.159
H 8.763 -0.175 -0.572 0.096
H 7.952 0.739 -1.797 0.097
H 9.237 2.634 1.527 0.109
H 9.522 0.936 1.366 0.098
C 1.558 1.365 6.457 -0.689
O 1.772 1.104 7.626 0.025
N 0.712 0.625 5.678 0.152
N 2.147 2.427 5.821 0.146
H 0.514 0.837 4.717 0.077
H 0.254 -0.153 6.113 0.099
H 2.772 2.994 6.361 0.101
H 1.975 2.659 4.861 0.077
```

- LUMO level (hartree) = -0.117
- strongest force on any atom (eV/A) = 0.86
- Kohn-Sham gap (eV) = 7.5
- net charge = +1
- electronic energy (eV) = -93807.66248

---

Record 2
The following is a DFT calculation (the ωB97M-V functional and the def2-TZVPD basis) of a molecular structure, C14H10BrF9OV at a distorted geometry.

The geometry in XYZ format:
```
36
Properties=species:S:1:pos:R:3:mulliken_spin:R:1
C 1.617 -0.219 -1.614 0.001
C 1.725 1.064 -1.061 0.018
C 2.091 0.916 0.299 -0.060
H 1.519 1.995 -1.558 -0.003
C 2.227 -0.458 0.570 0.075
C 1.902 -1.167 -0.596 -0.070
H 1.884 -2.238 -0.696 -0.001
H 1.351 -0.447 -2.631 0.005
H 2.195 1.710 1.014 -0.002
H 2.470 -0.889 1.521 0.005
V 0.000 0.000 0.000 1.915
Br -0.612 2.420 0.561 0.144
C -2.212 -0.597 0.233 -0.011
C -1.459 -1.760 -0.063 0.000
C -0.927 -1.604 -1.351 -0.029
H -1.289 -2.585 0.603 0.005
C -1.337 -0.339 -1.850 -0.014
C -2.157 0.258 -0.881 0.017
H -2.608 1.229 -0.950 -0.002
H -2.697 -0.382 1.167 0.003
H -0.308 -2.315 -1.867 0.005
H -1.078 0.088 -2.803 -0.003
F -0.807 -0.949 3.759 -0.002
C -0.131 0.226 4.042 0.007
F -0.353 0.533 5.375 0.002
F 1.222 -0.026 3.877 -0.001
C -0.591 1.370 3.077 0.021
O -0.346 0.801 1.800 -0.042
C -2.116 1.643 3.357 0.004
F -2.296 2.114 4.647 0.001
F -2.647 2.588 2.504 0.000
F -2.868 0.491 3.246 -0.001
C 0.267 2.652 3.457 0.013
F 0.177 2.917 4.813 0.001
F 1.601 2.457 3.166 -0.002
F -0.158 3.811 2.833 0.002
```

- multiplicity = 3
- LUMO level (alpha / beta) (hartree) = 0.097 / 0.097
- strongest force on any atom (eV/A) = 9.82
- energy above the lowest of the compared OMol25 structures with the same formula, charge and spin (kcal/mol) = 69.1
- Kohn-Sham gap (alpha / beta) (eV) = 4.6 / 4.7
- <S²> = 2.0316
- net charge = -1
- electronic energy (eV) = -136914.74044

---

Record 3
The following is a DFT calculation (the ωB97M-V functional and the def2-TZVPD basis) of a molecular structure, C3H12NO8PS2 at a distorted geometry.

The geometry in XYZ format:
```
27
Properties=species:S:1:pos:R:3:nbo_charge:R:1
C 2.861 -1.599 -0.098 -0.590
C 2.141 -0.388 -0.710 -0.416
C 1.424 0.401 0.389 -0.668
S -0.087 1.221 -0.125 2.293
O 0.322 2.617 -0.378 -1.036
O -1.062 1.190 0.959 -1.013
N -0.547 0.614 -1.498 -1.200
S -1.873 -0.299 -1.540 1.994
O -1.954 -0.871 -2.852 -0.923
O -3.072 0.386 -1.119 -0.960
P -1.727 -2.074 -0.277 2.047
O -1.244 -3.227 -1.032 -1.068
O -0.864 -1.817 1.050 -0.991
O -3.217 -2.299 0.221 -0.958
H 3.605 -1.317 0.644 0.203
H 3.299 -2.201 -0.893 0.226
H 2.106 -2.245 0.359 0.179
H 2.863 0.247 -1.222 0.215
H 1.455 -0.767 -1.464 0.245
H 1.157 -0.246 1.222 0.237
H 2.080 1.182 0.769 0.245
H 0.016 -2.179 0.864 0.512
H -3.444 -1.672 0.924 0.511
O -1.010 4.072 1.432 -0.782
H -1.966 4.005 1.603 0.557
H -0.769 3.556 0.596 0.582
H -0.493 3.711 2.173 0.560
```

- LUMO level (hartree) = -0.046
- strongest force on any atom (eV/A) = 1.67
- Kohn-Sham gap (eV) = 8.3
- electronic energy (eV) = -52134.36958